[1]
37
Properties=species:S:1:pos:R:3:lowdin_charge:R:1 method="wB97M-V/def2-TZVPD" smiles="CCCCN1C(=S)NC[C@@H]1Cc1ccccc1" homo_lumo_gap_ha=0.320 homo_ev=-8.04 charge=0 relative_energy_kcal_mol=0.0
C 3.2006 -0.0339 -2.2675 -0.107
C 2.1482 0.9245 -1.7236 -0.256
C 0.7456 0.3163 -1.6928 -0.182
C 0.6054 -0.8531 -0.7149 -0.170
N 0.9858 -0.5086 0.6285 -0.073
C 1.9881 -1.1080 1.3026 -0.870
S 2.9218 -2.3548 0.7787 0.631
N 2.0974 -0.5333 2.5312 0.016
C 1.3225 0.6835 2.6032 -0.115
C 0.3337 0.5090 1.4326 -0.241
C -1.0534 0.0570 1.9327 -0.089
C -2.0870 0.0060 0.8427 -0.247
C -2.6740 -1.1969 0.4698 -0.058
C -3.6179 -1.2384 -0.5414 -0.080
C -3.9874 -0.0753 -1.1947 -0.090
C -3.4168 1.1302 -0.8234 -0.081
C -2.4773 1.1702 0.1910 -0.054
H 2.9099 -0.4020 -3.2489 0.075
H 3.3358 -0.8838 -1.6043 0.021
H 4.1578 0.4740 -2.3612 0.070
H 2.1206 1.8200 -2.3496 0.104
H 2.4332 1.2367 -0.7160 0.099
H 0.0168 1.0890 -1.4339 0.094
H 0.4881 -0.0526 -2.6869 0.117
H 1.2600 -1.6756 -1.0122 0.074
H -0.4293 -1.2093 -0.7300 0.111
H 2.9345 -0.6656 3.0727 0.128
H 1.9544 1.5726 2.4697 0.122
H 0.8128 0.7609 3.5665 0.118
H 0.2260 1.4319 0.8544 0.140
H -1.3786 0.7700 2.6951 0.125
H -0.9499 -0.9240 2.3998 0.130
H -2.3864 -2.1090 0.9737 0.117
H -4.0641 -2.1814 -0.8202 0.104
H -4.7212 -0.1070 -1.9860 0.101
H -3.7075 2.0428 -1.3228 0.103
H -2.0482 2.1181 0.4855 0.115

=====

[2]
41
Properties=species:S:1:pos:R:3:lowdin_charge:R:1 method="wB97M-V/def2-TZVPD" spin_multiplicity=4 homo_lumo_gap_ha="0.287 / 0.297" homo_ev="-13.90 / -14.24" charge=+2 relative_energy_kcal_mol=10.2
V -0.0176 -0.3398 0.5738 0.916
C -2.0355 1.2975 1.9027 -0.080
C -1.4587 0.2135 2.5850 -0.079
C -1.5821 -1.0810 2.0657 -0.132
C -2.1548 -1.2677 0.7982 -0.123
C -2.6034 -0.1638 0.0706 -0.064
C -2.6084 1.1109 0.6596 -0.083
H -2.0331 2.2771 2.3646 0.128
H -1.0293 0.3550 3.5663 0.131
H -1.2807 -1.9347 2.6540 0.139
H -2.2746 -2.2657 0.4034 0.138
H -3.0518 -0.3197 -0.9011 0.130
H -3.0656 1.9417 0.1358 0.126
O 1.8179 -0.0147 0.3033 -0.276
N 2.6087 -1.0671 0.1511 0.067
N 1.9398 -2.1163 0.0981 -0.153
O 0.6069 -2.0577 0.1631 -0.169
C 2.5793 -3.4237 0.0011 -0.161
C 1.7613 -4.5308 -0.0728 -0.005
C 2.3598 -5.7795 -0.1576 -0.044
C 3.7405 -5.8924 -0.1676 -0.045
C 4.5371 -4.7562 -0.0932 -0.047
C 3.9614 -3.5018 -0.0077 -0.011
H 0.6877 -4.4247 -0.0650 0.116
H 1.7389 -6.6637 -0.2149 0.119
H 4.2007 -6.8697 -0.2313 0.120
H 5.6158 -4.8459 -0.0979 0.120
H 4.5717 -2.6122 0.0574 0.115
N 2.5174 3.9238 -1.4428 0.208
C 1.1765 3.5114 -2.0304 -0.109
C 0.7135 2.1625 -1.5123 -0.230
N 0.2619 2.0817 -0.1191 -0.003
H 2.8476 4.8028 -1.8511 0.181
H 3.2378 3.2187 -1.6217 0.179
H 2.4710 4.0648 -0.4312 0.170
H 1.3248 3.4785 -3.1070 0.142
H 0.4796 4.3134 -1.7985 0.139
H 1.5003 1.4196 -1.6524 0.115
H -0.1106 1.8622 -2.1582 0.136
H -0.5083 2.7101 0.0788 0.091
H 1.0082 2.2562 0.5463 0.087

=====

[3]
38
Properties=species:S:1:pos:R:3:lowdin_charge:R:1 method="wB97M-V/def2-TZVPD" homo_lumo_gap_ha=0.332 homo_ev=-8.86 charge=0 relative_energy_kcal_mol=287.3
C -1.3532 4.7207 -1.9234 -0.103
C -1.5174 3.7069 -0.9992 -0.326
C -1.9914 2.5289 -1.5134 -0.021
C -2.1558 1.2337 -0.5480 -0.192
C -1.0685 0.2321 -0.8892 -0.129
C -0.1183 -0.3575 -0.3240 -0.284
C 0.3127 0.0490 1.0705 -0.175
H 1.5361 0.6029 0.7228 0.212
C 0.6252 -1.0450 1.8415 -0.190
H -0.4851 -1.3805 2.0817 0.201
H 0.9278 -0.8123 2.6496 0.013
C 1.5380 -2.2066 1.1936 -0.209
C 1.5825 -3.1810 2.3826 -0.407
O 0.8393 -4.3550 2.0273 -0.079
O 2.3914 -2.9924 3.2745 0.185
H 2.2188 -3.8997 3.9450 0.291
C 0.8074 -2.5242 0.0822 -0.211
C 1.7114 -3.6816 -0.5973 -0.396
O 2.9451 -3.6823 -0.5600 0.069
O 1.0293 -4.4808 -1.5786 0.006
H 1.8291 -5.0700 -1.9301 0.170
H -0.2305 -3.2160 0.0179 0.230
C 0.7059 -1.4475 -1.1364 -0.012
H 1.6324 -1.1329 -1.2181 0.053
H 0.5605 -1.6831 -2.1941 0.133
H 2.3993 -1.6713 1.1099 0.139
H -0.2083 0.9874 1.5014 0.139
H -1.4570 -0.3256 -2.1592 0.199
H -2.1010 1.2697 0.5715 0.081
H -3.2580 0.8230 -0.6815 0.134
H -2.1619 2.2837 -2.5477 0.094
C -0.9227 3.8919 0.4553 -0.016
H -1.1268 4.9439 0.5886 0.060
H 0.0081 3.5575 0.7425 0.032
H -1.6844 3.3575 1.2368 0.120
H -1.9477 5.5168 -1.8427 0.066
H -1.3506 4.5052 -2.9870 0.114
H -0.4618 4.9346 -1.8652 0.009

=====

[4]
42
Properties=species:S:1:pos:R:3:lowdin_charge:R:1 method="wB97M-V/def2-TZVPD" spin_multiplicity=3 homo_lumo_gap_ha="0.254 / 0.231" homo_ev="-4.10 / -4.89" charge=-1
Pt 0.6210 0.2612 -0.4846 0.669
C 2.9846 -4.0616 0.0244 -0.026
C 2.6644 -2.6401 0.4804 -0.546
C 3.4458 -2.2669 1.7329 -0.022
O 1.2637 -2.5345 0.7376 -0.104
C 3.0797 -1.6746 -0.6632 -0.609
O 4.2635 -1.7421 -0.9744 0.030
O 2.2245 -0.9002 -1.2376 -0.219
H 2.8273 -4.7723 0.8427 0.080
H 4.0212 -4.1186 -0.3064 0.084
H 2.3331 -4.3291 -0.8097 0.091
H 3.2431 -2.9893 2.5312 0.081
H 3.1463 -1.2735 2.0737 0.093
H 4.5144 -2.2601 1.5220 0.088
H 1.0748 -3.0494 1.5288 0.085
O -3.0917 2.7409 -0.2329 0.002
C -1.8792 2.5239 -0.2946 -0.613
O -1.3286 1.4272 0.0877 -0.362
C -0.9754 3.6048 -0.8585 -0.147
C -1.6124 4.7045 -1.4338 -0.037
C -0.9046 5.7247 -2.0433 -0.101
C 0.4812 5.6381 -2.1027 -0.108
C 1.1326 4.5652 -1.5251 -0.146
C 0.4263 3.5448 -0.8746 -0.587
S 1.4276 2.3668 -0.0247 0.591
H -2.6930 4.7137 -1.3816 0.109
H -1.4206 6.5749 -2.4710 0.090
H 1.0561 6.4113 -2.6009 0.094
H 2.2139 4.5010 -1.5614 0.089
C -2.1776 -3.2927 0.4375 -0.334
Sb -1.7348 -1.1734 0.1844 1.319
C -1.9640 -0.7855 2.2753 -0.303
C -3.7222 -0.6499 -0.4131 -0.295
H -3.2283 -3.3922 0.7192 -0.008
H -1.5590 -3.7128 1.2349 -0.013
H -1.9921 -3.8569 -0.4785 -0.009
H -2.8023 -1.3668 2.6656 0.003
H -2.1496 0.2801 2.3976 0.003
H -1.0520 -1.0572 2.8102 -0.001
H -4.4252 -1.0983 0.2912 0.004
H -3.9260 -1.0223 -1.4180 0.000
H -3.8066 0.4371 -0.3863 -0.014

=====

[5]
41
Properties=species:S:1:pos:R:3:lowdin_charge:R:1 method="wB97M-V/def2-TZVPD" homo_lumo_gap_ha=0.147 homo_ev=-1.48 charge=-1 relative_energy_kcal_mol=0.0
Au 0.0234 -0.8176 -0.5101 0.771
C -1.0969 -1.4302 2.0160 -0.234
N -1.1798 -1.3967 3.4851 -0.096
C -1.0034 0.0071 3.9188 -0.164
N 0.3309 0.5468 3.4926 -0.083
C 0.3515 0.5137 2.0381 -0.211
N 0.1681 -0.8724 1.4930 -0.356
C 1.3154 -1.7093 2.0338 -0.163
N 1.2974 -1.7202 3.5210 -0.090
C -0.0344 -2.2292 4.0132 -0.141
C 1.4189 -0.3391 4.0291 -0.164
H -1.9127 -0.8334 1.5828 0.110
H -1.1866 -2.4737 1.6714 0.117
H -1.1572 0.0561 5.0032 0.117
H -1.8034 0.5783 3.4331 0.120
H 1.2887 0.8643 1.6031 0.116
H -0.4468 1.1778 1.6471 0.118
H 2.1935 -1.2582 1.6012 0.103
H 1.1624 -2.7311 1.6687 0.114
H -0.0525 -2.1986 5.1063 0.115
H -0.1928 -3.2361 3.6994 0.104
H 2.3832 0.0817 3.7650 0.118
H 1.3339 -0.3768 5.1092 0.110
C -0.1735 2.3529 -1.2151 -0.141
C -0.0531 1.9143 -2.6257 -0.273
C -0.2160 2.8573 -3.6522 -0.140
C -0.3030 2.5002 -4.9738 -0.186
C -0.3121 1.1438 -5.3729 -0.109
C -0.0731 0.1363 -4.4459 -0.259
C -0.0771 -1.3213 -4.8489 -0.121
C -0.0666 0.5256 -3.0386 -0.432
N -0.1453 -0.6086 -2.3726 -0.278
H -0.9023 3.1713 -1.0641 0.069
H 0.7814 2.7302 -0.8165 0.066
H -0.5344 1.5078 -0.6190 -0.024
H -0.1304 3.9091 -3.3641 0.090
H -0.3074 3.2869 -5.7421 0.066
H -0.4253 0.8409 -6.4175 0.082
H -0.0444 -1.4343 -5.9314 0.048
H -0.9786 -1.8339 -4.5057 0.056
H 0.7605 -1.8823 -4.4148 0.057

=====

[6]
50
Properties=species:S:1:pos:R:3:lowdin_charge:R:1 method="wB97M-V/def2-TZVPD" spin_multiplicity=4 homo_lumo_gap_ha="0.294 / 0.339" homo_ev="-7.80 / -9.25" charge=0 relative_energy_kcal_mol=11.0
V 0.0201 0.6764 0.2162 0.590
Br -1.0200 -3.7266 0.0014 0.631
C 0.5483 -3.8253 -1.1119 -1.043
Br 1.9792 -2.6756 -0.5397 0.625
H 0.2631 -3.5230 -2.1106 0.002
H 0.9083 -4.8443 -1.0789 -0.006
C 1.1561 2.4941 3.4888 -0.076
O 1.1290 1.0895 3.2299 -0.063
C 0.6994 0.7371 2.0257 -0.510
O 0.6443 -0.4878 1.7836 -0.122
H 0.8969 2.6310 4.5359 0.088
H 0.4387 3.0141 2.8555 0.071
H 2.1568 2.8843 3.3062 0.084
Cl 1.8134 3.6143 0.0364 0.593
C 2.6762 2.4994 -1.0193 -0.874
Cl 2.2877 0.7680 -0.7258 0.656
H 3.7364 2.6148 -0.8330 0.033
H 2.4134 2.7133 -2.0482 0.043
C -4.3819 -4.6426 2.9129 -0.067
C -4.7407 -3.3915 3.7043 -0.196
N -4.0424 -2.1931 3.2392 -0.051
C -2.9233 -1.7140 4.0472 -0.197
C -1.6730 -2.5797 3.9440 -0.064
C -4.5167 -1.6177 2.1063 -0.420
O -5.4967 -2.0444 1.5160 0.075
C -3.8309 -0.3805 1.5931 -0.098
C -4.5781 0.7739 1.4090 0.027
C -3.9366 1.9273 0.9863 -0.015
C -2.5785 1.8831 0.7376 -0.082
N -1.8699 0.7482 0.8292 -0.038
C -2.4941 -0.3583 1.2481 -0.049
H -4.9147 -5.5025 3.3209 0.076
H -3.3118 -4.8484 2.9577 0.063
H -4.6731 -4.5206 1.8711 0.073
H -4.4906 -3.5175 4.7585 0.117
H -5.8125 -3.2084 3.6248 0.120
H -3.2649 -1.6824 5.0851 0.120
H -2.6921 -0.6905 3.7643 0.111
H -1.8202 -3.5463 4.4278 0.073
H -0.8303 -2.0815 4.4233 0.082
H -1.4077 -2.7580 2.9025 0.032
H -5.6438 0.7527 1.5954 0.131
H -4.4774 2.8522 0.8476 0.114
H -2.0343 2.7656 0.4281 0.125
H -1.8793 -1.2478 1.3103 0.074
F -0.5418 1.9432 -1.4274 -0.030
B -0.9008 0.9624 -2.4742 -1.220
F -0.4323 -0.2667 -1.8904 0.039
F -2.2598 0.9491 -2.6093 0.178
F -0.2090 1.2735 -3.6091 0.175